{
  "formula": "C2H4F2N4",
  "method": "wB97M-V/def2-TZVPD",
  "total_energy_ha": -497.2080,
  "e_above_lowest_ev": 1.322,
  "orbital_gap_ev": 10.02,
  "total_charge": 0,
  "multiplicity": 1,
  "e_homo_ev": -9.05,
  "smiles": "F/C=N\\NN/N=C\\F",
  "elements": ["F", "C", "N", "N", "N", "N", "C", "F", "H", "H", "H", "H"],
  "positions_angstrom": [[1.48280, 0.74707, -1.01399], [1.35963, 0.73559, 0.32066], [0.97609, -0.20732, 1.01639], [0.41807, -1.32305, 0.53461], [-0.01898, -1.11695, -0.82444], [-0.98369, -0.17307, -1.03011], [-1.37190, 0.76498, -0.26992], [-1.06347, 1.10548, 1.02778], [1.63338, 1.59340, 0.90956], [-0.22747, -1.72690, 1.20036], [-0.15004, -1.97562, -1.37722], [-2.05441, 1.57638, -0.49370]]
}

{
  "formula": "C7H14O",
  "method": "wB97M-V/def2-TZVPD",
  "total_energy_ha": -350.2615,
  "e_above_lowest_ev": 2.666,
  "orbital_gap_ev": 9.49,
  "total_charge": 0,
  "multiplicity": 1,
  "e_homo_ev": -8.69,
  "smiles": "C=C/C=C(/C)CC.O",
  "elements": ["C", "C", "C", "C", "C", "C", "C", "H", "H", "H", "H", "H", "H", "H", "H", "H", "H", "H", "H", "O", "H", "H"],
  "positions_angstrom": [[1.54972, -1.29244, 2.21537], [1.45661, -0.26535, 1.36371], [1.37964, -0.31004, -0.05812], [0.21361, 0.01594, -0.69583], [-0.01678, -0.43450, -2.09699], [-0.88580, 0.59660, 0.08732], [-1.70609, -0.53205, 0.81485], [1.85322, -1.09459, 3.22937], [1.41387, -2.31250, 1.88644], [1.62872, 0.74920, 1.73871], [2.12255, -0.83097, -0.63996], [0.10618, -1.49689, -2.00566], [0.72694, -0.13181, -2.86412], [-0.96804, -0.41614, -2.60866], [-1.66859, 0.92050, -0.55580], [-0.45890, 1.38371, 0.77442], [-1.42243, -0.68704, 1.86324], [-1.64666, -1.53986, 0.33005], [-2.77832, -0.30633, 0.81479], [-0.45837, 2.93877, -0.95115], [0.30297, 2.36678, -0.80818], [-0.74405, 2.67898, -1.83382]]
}